# 1
Formula: C2H2Cl3P
Source: OMol25
Level of theory: ωB97M-V/def2-TZVPD

Values from the calculation:
SMILES: Cl/C=C/P(Cl)Cl
Energy relative to the best compared isomer or geometry (same formula, charge and spin) in eV: 2.486
Net charge: 0
Multiplicity: 1
LUMO (spin up / spin down) in eV: -0.7 / -0.9

Atoms and positions in Å:
Cl 2.1289 0.1070 -0.2932
C 0.5735 -0.4349 -0.0612
C -0.7450 0.6354 -0.0215
P -2.1733 -0.0446 0.6961
Cl -2.3705 -1.7383 -0.3294
Cl -3.4696 1.1074 -0.3813
H 0.3674 -1.4475 0.0514
H -0.7267 1.7001 -0.1251

# 2
Formula: C4H11N3O2
Source: OMol25
Level of theory: ωB97M-V/def2-TZVPD

Values from the calculation:
SMILES: [H]/N=C(\N)NC.CC(=O)O
Energy relative to the best compared isomer or geometry (same formula, charge and spin) in eV: 1.308
Net charge: 0
Multiplicity: 1
LUMO in eV: 0.6

Atoms and positions in Å:
H 0.3612 -1.7873 -2.6065
N 0.2587 -1.6978 -1.6063
C -0.8513 -1.1679 -1.2395
N -1.9578 -0.9386 -2.1151
N -1.0530 -0.9177 0.0610
C -2.2923 -0.4818 0.7447
H -2.0949 -1.6609 -2.7966
H -2.0131 0.0297 -2.3695
H -0.3785 -1.1232 0.7701
H -2.0041 0.2613 1.4888
H -2.7949 -1.3586 1.1685
H -2.9852 -0.0098 0.0644
C 1.8133 1.6705 0.2622
C 2.6732 1.2505 1.3814
O 3.6898 1.8475 1.6763
O 2.1009 0.4074 2.2574
H 0.8974 1.0943 0.2245
H 2.4053 1.4184 -0.6302
H 1.6935 2.7463 0.1436
H 2.5319 0.4173 3.1208

# 3
Formula: C4H14O4
Source: OMol25
Level of theory: ωB97M-V/def2-TZVPD

Values from the calculation:
SMILES: OCCCCO.O.O
Energy relative to the best compared isomer or geometry (same formula, charge and spin) in eV: 0.971
Net charge: 0
Multiplicity: 1
LUMO in eV: 0.6

Atoms and positions in Å:
O -1.8008 0.0581 0.7971
C -1.8096 0.9679 -0.3011
C -0.5344 1.4065 -0.9931
C 0.1080 0.4400 -1.9616
C 1.3857 -0.2683 -1.4082
O 0.9840 -1.4811 -0.6971
H -1.0710 -0.5656 0.7145
H -2.4310 0.4387 -1.0398
H -2.4972 1.7858 -0.0192
H -0.9258 2.3394 -1.4466
H 0.2107 1.8682 -0.3553
H 0.4505 0.8949 -2.8752
H -0.4705 -0.4588 -2.2684
H 1.9290 0.3884 -0.6887
H 1.9395 -0.6510 -2.2432
H 0.8979 -2.2359 -1.2811
O 0.6670 -1.7187 2.2173
H 1.3450 -1.3645 2.7967
H 0.9570 -1.8316 1.2990
O 0.6938 1.0153 1.7292
H -0.1340 1.5059 1.7259
H 0.3733 0.0967 1.8201

# 4
Formula: C39H50BF4IrN5OSSi
Source: OMol25
Level of theory: ωB97M-V/def2-TZVPD

Values from the calculation:
Energy relative to the best compared isomer or geometry (same formula, charge and spin) in eV: 0.000
Net charge: +1
Multiplicity: 5
LUMO (spin up / spin down) in eV: -2.7 / -4.4

Atoms and positions in Å:
Ir -0.4883 -0.0265 -0.3345
C -2.2708 1.4120 -2.4182
Si -2.9979 2.0695 -0.8308
C -4.7653 1.5204 -0.6921
C -2.7554 3.9138 -0.7636
N -2.0071 1.3170 0.4551
C -2.1511 1.4611 1.7711
C -3.1484 2.2905 2.3710
C -3.2174 2.4668 3.7247
C -2.3026 1.8140 4.5647
C -1.3288 0.9803 4.0426
C -1.2567 0.7918 2.6753
O -0.3735 -0.0657 2.1070
C 0.8015 -0.4284 2.8043
C 1.7298 0.5396 3.1336
C 2.9012 0.1343 3.7550
C 3.1212 -1.2114 4.0208
C 2.1686 -2.1573 3.6712
C 0.9849 -1.7681 3.0609
H -2.9723 1.5748 -3.2380
H -2.0937 0.3321 -2.3720
H -1.3350 1.9087 -2.6774
H -5.3235 1.8945 -1.5512
H -5.2707 1.8643 0.2071
H -4.8021 0.4253 -0.7076
H -3.2760 4.3761 -1.6039
H -1.6956 4.1584 -0.8565
H -3.1300 4.3733 0.1507
H -3.8595 2.7850 1.7280
H -3.9805 3.1031 4.1491
H -2.3646 1.9470 5.6359
H -0.6384 0.4603 4.6920
H 1.5457 1.5821 2.9104
H 3.6452 0.8713 4.0223
H 4.0401 -1.5221 4.4956
H 2.3452 -3.2071 3.8572
H 0.2475 -2.4881 2.7465
C 4.2716 5.5073 0.4283
C 3.4607 5.2902 -0.8569
C 2.5453 6.4980 -1.0993
C 4.4272 5.1585 -2.0320
C 2.5949 4.0498 -0.6857
C 1.6738 3.9698 0.3612
C 0.8825 2.8503 0.4941
N 0.9624 1.8051 -0.3305
C 1.8381 1.8558 -1.3336
C 2.6550 2.9602 -1.5425
C 1.8623 0.6653 -2.2192
C 2.9063 0.4159 -3.0950
C 2.9036 -0.7215 -3.8938
C 1.8002 -1.5632 -3.7737
C 0.7999 -1.2622 -2.8783
N 0.8245 -0.1733 -2.1064
C 4.0529 -1.0836 -4.8221
C 5.0783 0.0431 -4.9349
C 4.7407 -2.3351 -4.2562
C 3.5006 -1.3893 -6.2212
H 4.9086 6.3842 0.3154
H 4.9096 4.6488 0.6400
H 3.6287 5.6746 1.2910
H 3.1485 7.3988 -1.2107
H 1.8577 6.6576 -0.2695
H 1.9571 6.3679 -2.0083
H 5.0311 6.0625 -2.1015
H 3.9020 5.0430 -2.9806
H 5.1090 4.3169 -1.9037
H 1.5607 4.7768 1.0702
H 0.1512 2.7811 1.2882
H 3.3242 2.9726 -2.3872
H 3.7452 1.0921 -3.1217
H 1.7287 -2.4790 -4.3408
H -0.0361 -1.9273 -2.7318
H 5.5656 0.2489 -3.9814
H 4.6280 0.9648 -5.3062
H 5.8568 -0.2514 -5.6379
H 5.1904 -2.1302 -3.2847
H 5.5275 -2.6607 -4.9368
H 4.0382 -3.1578 -4.1313
H 2.9289 -0.5476 -6.6142
H 2.8591 -2.2694 -6.2232
H 4.3275 -1.5856 -6.9031
F 0.5806 -4.0196 0.8797
B 1.1397 -3.3638 -0.1846
F 0.9788 -1.9341 -0.0079
F 0.4093 -3.6970 -1.3676
F 2.4699 -3.6262 -0.3719
C -1.4927 -4.6232 -3.9180
C -2.4755 -3.7217 -3.2501
C -3.7123 -3.3871 -3.7383
C -4.4979 -2.4935 -2.9933
N -4.0976 -1.9701 -1.8417
C -2.9026 -2.3201 -1.3612
S -2.3033 -1.7726 0.1396
N -2.1094 -3.1747 -2.0774
C -5.8401 -2.0648 -3.4887
H -1.9840 -5.2284 -4.6758
H -1.0062 -5.2715 -3.1911
H -0.7141 -4.0297 -4.3991
H -4.0646 -3.8008 -4.6703
H -1.1870 -3.3923 -1.6747
H -6.2981 -2.8269 -4.1153
H -5.7277 -1.1599 -4.0884
H -6.4867 -1.8307 -2.6473

# 5
Formula: C5H16NO
Source: OMol25
Level of theory: ωB97M-V/def2-TZVPD

Values from the calculation:
Energy relative to the best compared isomer or geometry (same formula, charge and spin) in eV: 2.050
Net charge: +1
Multiplicity: 1
LUMO in eV: -3.2

Atoms and positions in Å:
C 0.3192 -1.4980 1.1265
C -0.3530 -0.1095 1.2195
C -0.8957 0.6501 0.0335
C -2.1107 -0.0257 -0.7768
C -1.4097 2.0850 0.3896
N 1.1016 -1.6378 -0.3276
H -0.5141 -2.2308 0.9639
H 0.9797 -1.8251 1.9115
H 0.1467 0.5017 1.9172
H -1.2724 -0.2560 1.8375
H -0.0087 0.8978 -0.6667
H -2.7340 0.3860 -1.6043
H -2.7933 -0.2397 0.0642
H -1.8076 -1.0714 -1.1162
H -0.8134 2.4319 1.1966
H -1.1759 2.6649 -0.4512
H -2.4360 2.2569 0.5786
H 2.0153 -1.1630 -0.3845
H 1.3395 -2.4910 -0.8788
H 0.3942 -1.1984 -0.8883
H 3.6867 0.7266 -0.9798
H 2.3514 1.2590 -1.7204
O 2.7038 0.5255 -1.1800

# 6
Formula: C8H14FN2
Source: OMol25
Level of theory: ωB97M-V/def2-TZVPD

Values from the calculation:
SMILES: C=[N+](C)C[C@]1(N)C=C(F)CC1
Energy relative to the best compared isomer or geometry (same formula, charge and spin) in eV: 2.079
Net charge: +1
Multiplicity: 1
LUMO in eV: -3.6

Atoms and positions in Å:
C 1.8953 -0.7255 -0.1790
N 1.5360 0.4238 0.3278
C 2.2318 1.6719 -0.0195
C 0.1715 0.5649 0.8026
C -0.7657 -0.0529 -0.2970
N 0.1313 -0.5608 -1.3651
C -1.9275 0.8737 -0.5565
C -3.0714 0.4000 -0.0664
F -4.2080 1.0258 -0.1986
C -2.9198 -0.8260 0.7638
C -1.5257 -1.2959 0.3370
H 2.8260 -0.6230 -0.7277
H 1.5194 -1.6644 0.3848
H 2.8282 1.9954 0.9488
H 2.8486 1.3565 -0.7612
H 1.6538 2.6063 -0.2968
H 0.0571 1.5854 0.9721
H -0.1435 0.2327 1.7999
H 0.4464 0.3176 -1.7177
H -0.2784 -1.1923 -2.0418
H -1.6537 1.8057 -1.1640
H -2.9168 -0.6681 1.7893
H -3.7869 -1.4553 0.6233
H -1.1242 -1.9645 1.1392
H -1.5595 -1.9869 -0.6178

# 7
Formula: C2H6N5
Source: OMol25
Level of theory: ωB97M-V/def2-TZVPD

Values from the calculation:
Energy relative to the best compared isomer or geometry (same formula, charge and spin) in eV: 6.036
Net charge: +1
Multiplicity: 1
LUMO (spin up / spin down) in eV: -5.1 / -4.9

Atoms and positions in Å:
C 1.2407 1.2344 1.4595
C -0.7471 -0.6610 -1.4713
N 0.7157 0.9798 0.4145
N 0.5231 1.3432 -0.7744
N -0.3800 -1.2483 -0.3097
N -0.1990 0.6958 -1.6186
N 1.4421 1.1765 2.7210
H -0.2701 -1.1753 -2.3309
H -1.8237 -0.5868 -1.7239
H -1.0823 -1.8342 0.1169
H -0.1025 1.0669 -2.5620
H 2.3197 1.5021 3.1098
H 0.7662 0.7670 3.3600

# 8
Formula: C17H38BN4O5P
Source: OMol25
Level of theory: ωB97M-V/def2-TZVPD

Values from the calculation:
SMILES: N#C[C@H](CB(O)O)[C@@H](C#N)P(=O)(O)O.CCN(CC)CC.CCN(CC)CC
Net charge: 0
Multiplicity: 1
LUMO in eV: -0.5

Atoms and positions in Å:
N -2.7658 5.6896 -2.8701
C -2.4128 4.6883 -3.3039
C -1.7712 3.4129 -3.6797
C -2.1961 3.0027 -5.1230
B -0.9396 3.2051 -6.0946
O -0.0210 2.1910 -6.1976
O -0.7653 4.3798 -6.8315
C -2.1536 2.3682 -2.5711
C -3.4795 1.7975 -2.8195
N -4.5217 1.5345 -3.2188
P -0.9219 1.0001 -2.4246
O -1.2654 0.1171 -1.3126
O -0.9497 0.2024 -3.8171
O 0.5344 1.6545 -2.3348
H -0.6882 3.5480 -3.6647
H -2.4541 1.9458 -5.1793
H -3.0179 3.6130 -5.4902
H 0.8719 2.5524 -6.2514
H -0.4707 5.0968 -6.2568
H -2.1900 2.8486 -1.5892
H -1.8158 -0.2336 -3.8476
H 0.4968 2.6012 -2.1486
C 4.3851 -3.6726 -2.2289
C 3.7090 -3.3488 -0.9047
N 3.4933 -1.9286 -0.7070
C 3.1156 -1.5799 0.6514
C 1.7732 -2.0992 1.1780
C 2.7440 -1.2501 -1.7507
C 1.3366 -1.7703 -2.0691
H 5.3145 -3.1119 -2.3385
H 4.6236 -4.7363 -2.2701
H 3.7428 -3.4507 -3.0823
H 4.3570 -3.7047 -0.0991
H 2.7760 -3.9297 -0.8336
H 3.1340 -0.4903 0.7475
H 3.9085 -1.9379 1.3168
H 0.9311 -1.5607 0.7444
H 1.7248 -1.9503 2.2589
H 1.6394 -3.1654 0.9918
H 3.3365 -1.2776 -2.6702
H 2.6839 -0.1889 -1.4951
H 1.3105 -2.8581 -2.1577
H 1.0046 -1.3628 -3.0255
H 0.6108 -1.4664 -1.3221
C -3.4734 -1.3090 5.4970
C -2.3271 -0.3378 5.7388
N -1.0397 -0.8583 5.3199
C 0.0847 -0.0768 5.8042
C 0.2307 1.3664 5.3075
C -0.9567 -1.2981 3.9370
C -1.2867 -0.2816 2.8370
H -3.2680 -2.2756 5.9590
H -4.3907 -0.9120 5.9342
H -3.6618 -1.4653 4.4342
H -2.2747 -0.1387 6.8127
H -2.5700 0.6220 5.2556
H 1.0062 -0.6227 5.5829
H 0.0201 -0.0548 6.8970
H 0.5776 1.4100 4.2758
H 0.9725 1.8885 5.9162
H -0.7030 1.9244 5.3837
H -1.6223 -2.1568 3.8151
H 0.0428 -1.7013 3.7625
H -2.1939 0.2834 3.0572
H -1.4517 -0.8033 1.8920
H -0.4723 0.4229 2.6725

Which value of multiplicity does entry 5 give? 1

Look up the net charge of the sixth one. +1

Repeat the sixth record exactly.
Formula: C8H14FN2
Source: OMol25
Level of theory: ωB97M-V/def2-TZVPD

Values from the calculation:
SMILES: C=[N+](C)C[C@]1(N)C=C(F)CC1
Energy relative to the best compared isomer or geometry (same formula, charge and spin) in eV: 2.079
Net charge: +1
Multiplicity: 1
LUMO in eV: -3.6

Atoms and positions in Å:
C 1.8953 -0.7255 -0.1790
N 1.5360 0.4238 0.3278
C 2.2318 1.6719 -0.0195
C 0.1715 0.5649 0.8026
C -0.7657 -0.0529 -0.2970
N 0.1313 -0.5608 -1.3651
C -1.9275 0.8737 -0.5565
C -3.0714 0.4000 -0.0664
F -4.2080 1.0258 -0.1986
C -2.9198 -0.8260 0.7638
C -1.5257 -1.2959 0.3370
H 2.8260 -0.6230 -0.7277
H 1.5194 -1.6644 0.3848
H 2.8282 1.9954 0.9488
H 2.8486 1.3565 -0.7612
H 1.6538 2.6063 -0.2968
H 0.0571 1.5854 0.9721
H -0.1435 0.2327 1.7999
H 0.4464 0.3176 -1.7177
H -0.2784 -1.1923 -2.0418
H -1.6537 1.8057 -1.1640
H -2.9168 -0.6681 1.7893
H -3.7869 -1.4553 0.6233
H -1.1242 -1.9645 1.1392
H -1.5595 -1.9869 -0.6178